No. 1
Here is one molecule with the formula C5H8Cl3P from OMol25. Energies are from ωB97M-V with the def2-TZVPD basis set.

Structure (XYZ):
```
17
C5H8Cl3P ωB97M-V with the def2-TZVPD basis set
C -0.986 -1.584 -1.409
C -1.327 -0.530 -0.742
C -0.521 -0.220 0.774
C 0.932 0.191 0.525
C 1.272 1.297 -0.512
Cl 1.868 -1.221 0.110
P -1.565 1.215 1.395
Cl -3.008 0.187 2.357
Cl -0.666 1.906 3.042
H -1.528 -1.973 -2.265
H 0.061 -1.979 -1.182
H -2.332 -0.094 -0.968
H -0.542 -1.205 1.367
H 1.385 0.634 1.494
H 2.381 1.280 -0.579
H 0.910 2.262 -0.288
H 0.769 1.143 -1.356
```

Energy above the lowest of the compared OMol25 structures with the same formula, charge and spin   0.00 kcal/mol
HOMO energy   -9.547 eV
E   -1917.21957 Eh
SMILES string   C=C[C@@H]([C@H](C)Cl)P(Cl)Cl
HOMO-LUMO gap   10.2 eV

Atom charges from the Mulliken analysis, given in e for atoms 1 to 6: number 1, C, carries -0.54; number 2, C, carries -0.29; number 3, C, carries -0.19; number 4, C, carries 0.26; number 5, C, carries -1.51; number 6, Cl, carries -0.19

***

No. 2
Here is one molecule with the formula C2H5F3Si from OMol25. Energies are from ωB97M-V with the def2-TZVPD basis set.

Structure (XYZ):
```
11
C2H5F3Si ωB97M-V with the def2-TZVPD basis set
C -0.067 0.591 -0.677
C -0.635 -0.261 0.441
Si -2.827 -0.149 0.066
F -2.843 -0.482 -1.511
F -3.424 1.273 0.404
F -3.814 -0.985 1.039
H -0.592 0.288 -1.632
H -0.155 1.717 -0.479
H 0.959 0.426 -0.687
H -0.479 0.173 1.447
H -0.228 -1.294 0.386
```

Energy above the lowest of the compared OMol25 structures with the same formula, charge and spin   0.00 kcal/mol
HOMO energy   -10.616 eV
E   -668.46476 Eh
SMILES string   CC[Si](F)(F)F
HOMO-LUMO gap   11.3 eV

Atom charges from the Mulliken analysis, given in e for atoms 1 to 6: number 1, C, carries -0.98; number 2, C, carries -0.63; number 3, Si, carries 0.84; number 4, F, carries -0.28; number 5, F, carries -0.23; number 6, F, carries -0.28

***

No. 3
Here is C25H41GeN3O3SW as an isolated structure from OMol25. Energies are from ωB97M-V with the def2-TZVPD basis set.

Structure (XYZ):
```
75
C25H41GeN3O3SW ωB97M-V with the def2-TZVPD basis set
W -0.153 -0.528 0.323
C -0.042 0.227 -3.278
C 0.572 1.217 -2.303
C -0.177 2.538 -2.333
C 2.058 1.416 -2.556
O 0.444 0.662 -0.978
Ge -2.025 1.481 1.206
O 0.488 -0.135 2.043
C 1.597 0.594 2.620
C 1.551 0.334 4.115
C 2.885 0.068 2.002
C 1.401 2.073 2.314
O -1.618 -1.293 -0.514
C -2.848 -2.044 -0.454
C -3.599 -1.670 0.813
C -3.637 -1.680 -1.702
C -2.455 -3.513 -0.449
H 0.061 0.596 -4.299
H 0.456 -0.741 -3.210
H -1.104 0.091 -3.062
H -0.095 2.988 -3.323
H -1.234 2.372 -2.124
H 0.239 3.234 -1.602
H 2.216 1.827 -3.554
H 2.478 2.110 -1.827
H 2.590 0.467 -2.486
H 1.682 -0.728 4.323
H 2.348 0.883 4.619
H 0.594 0.654 4.527
H 2.971 -1.008 2.161
H 2.907 0.266 0.927
H 3.749 0.554 2.457
H 0.482 2.426 2.788
H 2.234 2.659 2.706
H 1.340 2.235 1.234
H -3.929 -0.629 0.784
H -4.490 -2.289 0.909
H -2.977 -1.827 1.698
H -3.833 -0.608 -1.731
H -3.083 -1.963 -2.597
H -4.592 -2.207 -1.706
H -1.832 -3.735 0.419
H -3.347 -4.139 -0.408
H -1.897 -3.759 -1.352
C 0.513 -3.778 2.585
C 1.539 -4.051 1.532
C 2.396 -5.120 1.615
C 3.341 -5.360 0.613
C 3.451 -4.514 -0.489
C 2.634 -3.416 -0.625
C 2.772 -2.496 -1.799
C 1.638 -3.162 0.392
N 0.807 -2.160 0.297
H 0.656 -4.434 3.440
H -0.493 -3.950 2.190
H 0.548 -2.739 2.915
H 2.337 -5.786 2.466
H 3.997 -6.216 0.695
H 4.193 -4.722 -1.250
H 2.798 -3.063 -2.730
H 3.708 -1.937 -1.734
H 1.951 -1.785 -1.842
C -2.627 6.946 -1.495
C -2.277 5.712 -0.734
C -1.189 5.670 0.148
C -0.946 4.499 0.819
N -1.737 3.440 0.618
C -2.774 3.559 -0.243
S -3.652 2.060 -0.352
N -3.063 4.649 -0.923
H -1.847 7.701 -1.428
H -3.555 7.361 -1.097
H -2.811 6.694 -2.538
H -0.557 6.533 0.297
H -0.126 4.383 1.515
```

2S+1   4
Total charge   +1
Energy above the lowest of the compared OMol25 structures with the same formula, charge and spin   55.91 kcal/mol
HOMO energy (spin up / spin down)   -9.486 / -11.705 eV
E   -3909.23180 Eh
HOMO-LUMO gap (spin up / spin down)   6.7 / 7.0 eV

Atom charges from the Mulliken analysis, given in e for atoms 1 to 6: number 1, W, carries -1.79; number 2, C, carries -1.45; number 3, C, carries 1.72; number 4, C, carries -1.55; number 5, C, carries -1.53; number 6, O, carries 0.81

***

No. 4
Here is one molecule with the formula C4H7NO from OMol25. Energies are from ωB97M-V with the def2-TZVPD basis set.

Structure (XYZ):
```
13
C4H7NO ωB97M-V with the def2-TZVPD basis set
N -0.096 -0.478 3.123
C -0.447 -1.126 1.627
C -0.110 -0.162 0.547
C 0.291 0.436 -0.446
C 0.647 0.956 -1.783
O -0.213 0.429 -2.972
H -0.630 0.657 3.133
H -0.452 -1.076 3.797
H -1.660 -1.422 1.396
H 0.290 -2.083 1.552
H 0.504 2.137 -1.755
H 1.796 0.629 -1.891
H 0.246 0.445 -3.993
```

Energy above the lowest of the compared OMol25 structures with the same formula, charge and spin   144.07 kcal/mol
HOMO energy   -9.457 eV
E   -286.40206 Eh
SMILES string   NCC#CCO
HOMO-LUMO gap   10.0 eV

Atom charges from the Mulliken analysis, given in e for atoms 1 to 6: number 1, N, carries -0.59; number 2, C, carries -0.39; number 3, C, carries 0.19; number 4, C, carries -0.01; number 5, C, carries -0.39; number 6, O, carries -0.56

***

No. 5
Here is one molecule with the formula C10H9N from OMol25. Energies are from ωB97M-V with the def2-TZVPD basis set.

Structure (XYZ):
```
20
C10H9N ωB97M-V with the def2-TZVPD basis set
C -2.348 -1.765 -1.181
C -1.029 -2.088 -1.524
C 0.117 -1.433 -1.113
C -0.247 -0.347 -0.122
N 0.700 0.548 0.491
C 0.627 2.019 0.642
C 1.827 2.449 1.098
C 2.788 1.333 1.145
C 2.043 0.237 0.638
C -1.533 -0.060 0.256
C -2.612 -0.631 -0.389
H -3.358 -2.327 -1.473
H -0.923 -3.133 -2.087
H 1.143 -1.962 -1.474
H -0.191 2.771 0.446
H 2.265 3.461 1.333
H 3.760 1.570 1.616
H 2.371 -0.909 0.778
H -1.745 0.726 0.847
H -3.655 -0.458 0.072
```

Energy above the lowest of the compared OMol25 structures with the same formula, charge and spin   77.58 kcal/mol
HOMO energy   -8.231 eV
E   -441.09609 Eh
SMILES string   c1ccc(-n2cccc2)cc1
HOMO-LUMO gap   9.0 eV

Atom charges from the Mulliken analysis, given in e for atoms 1 to 6: number 1, C, carries -0.30; number 2, C, carries -0.18; number 3, C, carries -0.35; number 4, C, carries 0.47; number 5, N, carries 0.18; number 6, C, carries -0.37

***

No. 6
Here is C27H33Cl2FeN5O5SeSi as an isolated structure from OMol25. Energies are from ωB97M-V with the def2-TZVPD basis set.

Structure (XYZ):
```
75
C27H33Cl2FeN5O5SeSi ωB97M-V with the def2-TZVPD basis set
Fe 0.142 0.805 -0.265
C -0.594 4.184 -1.629
Si -1.638 3.795 -0.069
C -3.111 5.033 -0.378
C -0.960 4.476 1.601
N -1.928 2.108 -0.018
C -3.067 1.488 0.315
C -4.277 2.144 0.636
C -5.455 1.476 0.875
C -5.501 0.095 0.835
C -4.323 -0.598 0.584
C -3.139 0.066 0.343
O -1.941 -0.628 0.165
C -2.072 -1.989 0.069
C -1.895 -2.775 1.205
C -2.031 -4.148 1.122
C -2.352 -4.746 -0.087
C -2.512 -3.963 -1.222
C -2.378 -2.588 -1.152
H 0.114 4.988 -1.450
H -1.223 4.484 -2.465
H -0.031 3.309 -1.932
H -2.734 5.992 -0.728
H -3.685 5.233 0.524
H -3.798 4.659 -1.131
H -0.281 5.312 1.455
H -0.417 3.695 2.119
H -1.761 4.810 2.258
H -4.264 3.217 0.687
H -6.356 2.041 1.088
H -6.421 -0.448 1.008
H -4.343 -1.680 0.589
H -1.641 -2.287 2.135
H -1.894 -4.754 2.007
H -2.464 -5.821 -0.146
H -2.738 -4.433 -2.170
H -2.479 -1.959 -2.024
Cl 7.124 3.934 -0.432
C 5.715 2.926 -0.256
C 5.882 1.541 -0.202
C 4.771 0.747 -0.082
Cl 4.994 -0.960 -0.012
C 3.426 1.245 0.026
O 2.439 0.489 0.137
C 3.337 2.691 -0.002
C 2.051 3.294 0.119
O 0.992 2.716 0.378
C 4.473 3.494 -0.160
H 6.865 1.097 -0.256
H 2.030 4.391 -0.043
H 4.351 4.569 -0.183
Se 0.195 -0.111 2.569
C 0.029 0.726 4.126
N -0.073 1.223 5.167
O -0.639 -0.275 -2.421
N 0.156 0.413 -3.107
O 0.817 1.272 -2.469
C 2.182 -3.886 1.031
C 2.237 -3.773 -0.496
C 1.142 -4.654 -1.128
C 3.612 -4.228 -0.993
N 2.111 -2.359 -0.846
N 0.944 -1.708 -0.394
H 2.492 -4.879 1.354
H 1.176 -3.702 1.402
H 2.851 -3.147 1.464
H 1.342 -5.706 -0.930
H 1.102 -4.499 -2.206
H 0.166 -4.414 -0.713
H 3.825 -5.239 -0.649
H 4.376 -3.558 -0.610
H 3.651 -4.213 -2.082
H 2.188 -2.218 -1.850
H 1.021 -1.608 0.616
H 0.095 -2.226 -0.627
```

2S+1   5
Total charge   -2
HOMO energy (spin up / spin down)   -1.625 / -1.600 eV
E   -6573.71369 Eh
HOMO-LUMO gap (spin up / spin down)   5.7 / 5.7 eV

Atom charges from the Mulliken analysis, given in e for atoms 1 to 6: number 1, Fe, carries 1.66; number 2, C, carries -1.07; number 3, Si, carries 0.27; number 4, C, carries -1.60; number 5, C, carries -1.12; number 6, N, carries 0.48

***

Which of these has the highest E? C4H7NO

***

E of number 2 (C2H5F3Si)? -668.46476 Eh

***

The lowest E belongs to which entry? C27H33Cl2FeN5O5SeSi

***

Which formula does entry 6 have? C27H33Cl2FeN5O5SeSi